Below is one molecule with the formula C4H9NO, with properties calculated with ωB97M-V with the def2-TZVPD basis set.

XYZ file:
```
15
Properties=species:S:1:pos:R:3:forces:R:3
H -0.256571 -0.466969 -1.274564 0.0 0.1 0.1
C -0.764017 -1.324952 0.635251 0.0 0.0 0.0
H -0.742284 -1.030177 1.689154 0.0 -0.1 -0.1
H -0.687762 1.991727 -0.371476 -0.1 -0.2 0.0
N 2.071635 0.225349 -0.778039 0.1 0.0 0.0
C -1.195993 1.066449 -0.076954 0.0 0.1 0.0
H -0.128176 -2.209047 0.512161 -0.1 0.1 0.0
O 1.386903 0.589468 1.349335 0.0 -0.1 -0.4
H -1.521732 1.177513 0.962937 0.1 0.0 -0.2
H 1.858151 -0.035630 -1.725921 0.0 0.1 0.2
H 2.998300 0.559638 -0.563883 -0.1 -0.1 0.0
C 1.129573 0.245840 0.208362 0.0 0.1 0.1
C -0.275721 -0.156352 -0.221108 0.0 0.0 0.0
H -2.081901 0.964573 -0.710571 0.1 -0.1 0.1
H -1.790410 -1.597424 0.365323 0.2 0.1 0.0
```
Positions in Å, forces in eV/Å.

multiplicity = 1
max |F| = 0.4 eV Å⁻¹
relative energy (zero: lowest compared OMol25 entry of this formula, charge and spin) = 4.00 kJ/mol
SMILES = CC(C)C(N)=O
Kohn-Sham gap = 10.631 eV

=====

Below is one molecule with the formula C4H9NO, with properties calculated with ωB97M-V with the def2-TZVPD basis set.

XYZ file:
```
15
Properties=species:S:1:pos:R:3:forces:R:3
O -0.596407 -2.312418 -1.087224 0.0 -0.2 0.2
H 1.542152 0.194816 -1.224667 -0.1 0.0 0.1
C 0.520908 1.661720 1.070507 0.0 0.1 0.1
C 0.934506 -0.365531 -0.494686 0.2 -0.1 -0.1
N 0.184130 0.421853 0.451821 0.1 0.0 0.2
H -1.530488 -0.787369 0.908723 0.0 0.1 -0.1
H 1.578290 -1.134552 -0.033802 0.0 0.0 -0.1
H -0.671059 -0.541280 -2.003418 0.0 0.0 0.1
C -0.415111 -0.928119 -1.014569 0.0 0.3 -0.2
H -1.887489 0.579527 -0.181479 0.2 -0.1 0.0
H -0.332383 2.353653 1.042512 0.1 -0.1 0.0
H 0.822170 1.544237 2.122505 0.0 0.1 -0.1
C -1.106004 -0.134950 0.125846 -0.2 -0.1 0.0
H -0.399162 -2.690565 -0.220072 0.0 0.0 -0.1
H 1.355947 2.138978 0.538004 -0.1 -0.1 0.1
```
Positions in Å, forces in eV/Å.

multiplicity = 1
max |F| = 0.3 eV Å⁻¹
relative energy (zero: lowest compared OMol25 entry of this formula, charge and spin) = 235.13 kJ/mol
SMILES = CN1CC(O)C1
Kohn-Sham gap = 8.875 eV

=====

Below is a 2-piece molecular cluster, C4H9NO overall, with properties calculated with ωB97M-V with the def2-TZVPD basis set.

XYZ file:
```
15
Properties=species:S:1:pos:R:3:forces:R:3
C -0.494189 -0.714775 0.529756 1.5 2.0 1.2
O -0.582975 -0.805363 -1.825596 1.8 1.0 0.4
C -1.419602 -0.005575 1.491803 0.0 0.6 -0.3
H -1.343354 -0.318908 2.534468 0.2 -0.6 -0.1
H -2.465585 -0.054137 1.189711 0.0 0.0 0.0
H 1.620408 1.788746 0.622024 0.5 -0.4 0.3
H -1.034485 1.023321 1.567623 -0.7 -0.1 -0.2
C 0.758746 0.069334 0.311569 2.8 -0.3 6.4
C -0.379221 -0.009808 -0.888212 -5.7 -2.3 -3.6
H -0.780750 0.997157 -1.071311 0.6 0.3 0.6
H 1.600252 -0.477735 -3.039484 -0.2 0.0 0.0
H 1.743763 -0.385160 0.181870 -0.3 -0.4 -1.8
H -0.486935 -1.795183 0.524034 0.1 0.1 -0.8
N 0.942534 1.167338 1.069359 -1.0 0.0 -2.1
H 2.321394 -0.479252 -3.197613 0.2 0.0 0.0
```
Positions in Å, forces in eV/Å.

multiplicity = 1
max |F| = 7.1 eV Å⁻¹
relative energy (zero: lowest compared OMol25 entry of this formula, charge and spin) = 611.20 kJ/mol
Kohn-Sham gap = 7.567 eV

=====

Below is one molecule with the formula C4H9NO, with properties calculated with ωB97M-V with the def2-TZVPD basis set.

XYZ file:
```
15
Properties=species:S:1:pos:R:3:forces:R:3
C 0.398767 -0.845596 -0.879290 -0.1 0.0 2.2
C -1.693171 0.856408 -0.228821 1.6 0.4 0.3
H 0.729625 1.286710 1.707723 -0.1 0.0 0.1
H -0.843572 1.248866 -0.795201 -0.1 0.1 -0.1
H -0.418513 -1.501000 -1.224879 0.0 -0.2 -0.5
C 0.258851 -0.552083 0.659781 -0.6 1.6 -1.8
H -2.131398 1.723790 0.254467 -0.4 0.0 -0.1
H 1.596933 1.039606 0.166433 0.0 0.2 0.1
H 2.107721 0.179894 1.591082 0.0 0.0 0.0
H -2.362883 0.408659 -0.959888 -0.2 -0.2 0.2
H -1.740256 -0.830742 0.913854 -0.2 -0.1 0.2
N -1.133934 -0.031185 0.819064 -0.4 -1.2 0.0
H 0.387344 -1.506625 1.159549 -0.2 0.0 0.4
O 1.229370 -0.342468 -1.564534 0.3 0.0 -1.0
C 1.227631 0.561898 1.072374 0.4 -0.6 -0.1
```
Positions in Å, forces in eV/Å.

multiplicity = 1
max |F| = 2.5 eV Å⁻¹
relative energy (zero: lowest compared OMol25 entry of this formula, charge and spin) = 184.09 kJ/mol
SMILES = CN[C@H](C)C=O
Kohn-Sham gap = 9.844 eV

=====

Below is one molecule with the formula C4H9NO, with properties calculated with ωB97M-V with the def2-TZVPD basis set.

XYZ file:
```
15
Properties=species:S:1:pos:R:3:forces:R:3
H -2.789768 -0.088730 0.881616 0.0 -0.1 -0.4
C -0.164028 -0.066538 0.176530 0.0 0.0 0.0
C -2.496429 -0.249147 -0.167714 -0.2 -0.1 0.0
H 2.572842 0.100083 1.456776 0.1 0.0 -0.2
H 1.937315 -1.279569 0.592060 0.2 0.0 -0.1
C 1.172411 0.574769 -0.130981 0.1 0.0 -0.2
H -2.319487 -1.312420 -0.321301 -0.3 -0.1 0.2
H 1.259452 0.626834 -1.220033 0.0 0.1 0.0
H 1.190489 1.611017 0.230975 -0.1 -0.2 0.0
H 3.182765 -0.268534 -0.190314 -0.1 0.1 0.2
H -1.225928 1.196990 -1.117688 0.2 -0.2 0.3
C 2.302002 -0.260159 0.460161 0.1 0.0 0.1
O -0.279483 -1.013930 0.941535 0.0 0.3 -0.1
N -1.253911 0.417757 -0.475918 0.1 0.1 0.2
H -3.277070 0.080583 -0.846028 -0.1 0.1 0.0
```
Positions in Å, forces in eV/Å.

multiplicity = 1
max |F| = 0.4 eV Å⁻¹
relative energy (zero: lowest compared OMol25 entry of this formula, charge and spin) = 41.25 kJ/mol
SMILES = CCC(=O)NC
Kohn-Sham gap = 10.569 eV

=====

Below is a 2-piece molecular cluster, C4H9NO overall, with properties calculated with ωB97M-V with the def2-TZVPD basis set.

XYZ file:
```
15
Properties=species:S:1:pos:R:3:forces:R:3
C 1.786289 -0.210152 -0.970988 0.0 -0.2 -0.3
H -2.530717 0.509064 -0.381378 0.2 0.0 0.0
H 2.545504 -0.043322 0.968150 -0.1 0.0 0.0
H -1.233079 -0.501343 2.431350 -0.1 -0.2 0.0
H -1.459367 1.059690 -1.684702 -0.1 -0.1 0.1
C 0.803789 0.301107 -0.045402 -0.3 0.4 -0.2
H 1.907348 0.335183 -1.902648 0.2 -0.1 0.1
H -0.651876 1.365764 0.989152 0.0 -0.1 -0.1
C -1.540269 0.385640 -0.824104 0.0 0.0 -0.1
C -0.437097 0.711732 0.146833 0.3 0.2 -0.2
H -0.509451 -1.132106 1.269120 -0.3 0.0 0.1
N 2.149810 0.567669 0.257188 0.2 0.1 0.2
H -1.468537 -0.640647 -1.196360 0.0 0.2 0.1
O -1.300863 -1.240777 1.815876 0.0 -0.3 0.4
H 2.049055 -1.264253 -1.009796 -0.1 0.1 0.1
```
Positions in Å, forces in eV/Å.

multiplicity = 1
max |F| = 0.5 eV Å⁻¹
relative energy (zero: lowest compared OMol25 entry of this formula, charge and spin) = 304.81 kJ/mol
SMILES = C/C=C1\CN1.O
Kohn-Sham gap = 9.827 eV

=====

Below is one molecule with the formula C4H9NO, with properties calculated with ωB97M-V with the def2-TZVPD basis set.

XYZ file:
```
15
Properties=species:S:1:pos:R:3:forces:R:3
C 1.310320 -0.013312 -0.488827 0.0 -0.1 -0.1
H 0.725485 -1.580647 0.998547 -0.1 0.0 -0.1
H -2.445663 -0.859440 0.718165 0.1 0.2 -0.1
C -1.968045 -0.069219 0.124853 -0.1 0.0 0.0
H -0.148156 -1.711691 -0.554455 0.2 0.1 0.0
H -2.081323 -0.344097 -0.942950 0.1 0.1 0.1
H 1.626632 -0.225820 -1.512118 -0.3 0.1 0.1
N -0.587576 0.090253 0.536482 0.0 0.0 0.0
H 2.406949 0.153924 1.154329 -0.2 0.0 -0.2
C 0.257590 1.063104 -0.190479 0.2 0.3 0.0
H -0.240046 1.651451 -0.974198 0.2 -0.3 0.0
H -2.531909 0.853450 0.299942 0.2 -0.1 0.0
C 0.317121 -1.009500 0.155731 0.2 -0.3 0.0
H 0.845833 1.706796 0.471282 -0.8 0.6 0.1
O 2.512792 0.294750 0.203703 0.2 -0.6 0.0
```
Positions in Å, forces in eV/Å.

multiplicity = 1
max |F| = 1.0 eV Å⁻¹
relative energy (zero: lowest compared OMol25 entry of this formula, charge and spin) = 235.34 kJ/mol
SMILES = CN1CC(O)C1
Kohn-Sham gap = 9.634 eV

=====

Below is one molecule with the formula C4H9NO, with properties calculated with ωB97M-V with the def2-TZVPD basis set.

XYZ file:
```
15
Properties=species:S:1:pos:R:3:forces:R:3
H -1.605620 1.445848 -0.399717 0.0 -0.1 0.1
O -0.213164 -0.139153 1.862587 -0.1 0.3 -0.6
H 2.251919 -0.586130 1.057881 0.0 0.0 -0.2
H 0.534725 0.539414 -1.234546 0.0 0.0 0.2
C 1.979860 -0.519717 0.001475 0.1 -0.1 0.0
H 2.868928 -0.251464 -0.576312 -0.1 0.0 0.1
H -1.374486 -0.668802 -1.469792 -0.1 0.0 0.1
H 1.637809 -1.506724 -0.323943 0.0 0.1 0.0
H -1.980131 -1.438566 0.013078 0.0 0.1 -0.1
C 0.880099 0.518760 -0.196673 0.0 0.0 0.0
N -1.599842 0.613642 0.188513 -0.1 0.2 0.1
C -2.113985 -0.580077 -0.659276 0.2 -0.1 0.0
H -2.252016 0.758721 0.959791 0.1 0.0 -0.1
C -0.282081 0.293063 0.739273 0.1 -0.2 0.3
H 1.267978 1.521185 0.037657 -0.1 -0.1 0.0
```
Positions in Å, forces in eV/Å.

multiplicity = 1
max |F| = 0.6 eV Å⁻¹
relative energy (zero: lowest compared OMol25 entry of this formula, charge and spin) = 348.40 kJ/mol
Kohn-Sham gap = 7.590 eV

=====

Below is one molecule with the formula C4H9NO, with properties calculated with ωB97M-V with the def2-TZVPD basis set.

XYZ file:
```
15
Properties=species:S:1:pos:R:3:forces:R:3
H -0.663875 -1.867806 0.801392 0.0 0.1 -0.2
H 0.327850 1.202878 -0.502493 0.1 0.0 0.2
C -1.237797 -1.843572 -1.711771 -0.1 -0.2 0.0
H 1.964180 0.817671 0.057410 -0.1 0.1 0.0
H -0.214346 2.231479 1.716146 0.1 0.0 0.0
H -1.723817 -2.550803 -1.018900 0.1 0.1 -0.1
H -2.019328 -1.250580 -2.193466 0.0 -0.1 0.0
C -0.214654 -1.064898 0.199907 -0.1 -0.1 -0.3
O 0.453169 -0.219516 0.992216 0.0 0.0 0.0
H 1.230016 3.026059 1.058018 0.0 -0.2 0.0
C 0.831673 2.078196 1.432818 0.0 0.0 0.0
N -0.327826 -0.932362 -1.050514 -0.1 -0.1 0.5
C 0.932187 0.989222 0.384513 0.1 0.2 -0.1
H -0.729535 -2.415597 -2.494351 0.0 0.1 0.1
H 1.392101 1.799630 2.329078 0.0 0.0 -0.1
```
Positions in Å, forces in eV/Å.

multiplicity = 1
max |F| = 0.5 eV Å⁻¹
relative energy (zero: lowest compared OMol25 entry of this formula, charge and spin) = 138.57 kJ/mol
SMILES = CCO/C=N/C
Kohn-Sham gap = 10.746 eV

=====

Below is one molecule with the formula C4H9NO, with properties calculated with ωB97M-V with the def2-TZVPD basis set.

XYZ file:
```
15
Properties=species:S:1:pos:R:3:forces:R:3
H -2.121435 0.094188 1.201482 0.1 0.1 -0.1
H -2.567867 1.009334 -0.244655 0.2 -0.1 0.1
H -0.050441 -1.521873 1.047832 0.2 0.1 -0.1
N 1.287385 -0.034800 0.496399 0.3 0.2 0.1
H 1.630235 0.055129 1.443320 -0.6 -0.4 0.0
O 2.007023 0.839024 -1.530935 -0.2 -0.3 0.3
C 0.267736 -1.018836 0.126059 0.0 -0.1 0.0
H -1.065644 1.391674 0.611728 -0.1 -0.1 0.0
C -1.722519 0.573794 0.298704 0.0 0.1 0.1
H -0.631592 0.047579 -1.499366 -0.1 0.0 0.1
H 2.785640 1.296805 0.306814 -0.2 -0.1 -0.4
C -0.959891 -0.422568 -0.567513 0.0 0.0 -0.1
C 2.052803 0.730914 -0.325055 0.2 0.2 0.1
H -1.622577 -1.253058 -0.847197 0.2 0.1 0.0
H 0.711150 -1.787299 -0.517614 0.0 0.2 0.0
```
Positions in Å, forces in eV/Å.

multiplicity = 1
max |F| = 0.7 eV Å⁻¹
relative energy (zero: lowest compared OMol25 entry of this formula, charge and spin) = 54.08 kJ/mol
SMILES = CCCNC=O
Kohn-Sham gap = 10.698 eV

=====

Below is a 2-piece molecular cluster, C4H9NO overall, with properties calculated with ωB97M-V with the def2-TZVPD basis set.

XYZ file:
```
15
Properties=species:S:1:pos:R:3:forces:R:3
O 1.110737 -0.567760 -0.926879 2.3 0.2 2.3
H 1.508148 -0.472582 -1.801006 0.7 0.0 0.2
H 1.625119 -0.555690 1.319726 -0.7 -0.6 -0.5
H -2.802714 -1.036870 -0.520191 0.1 0.0 0.6
C -1.793662 -1.198125 -0.862214 1.6 -1.0 -0.9
H 2.611628 0.567100 0.512251 0.0 0.1 -0.9
C -0.992473 1.554118 0.701108 0.6 0.5 -0.1
H -1.508459 1.867645 -0.216238 0.1 -0.2 0.0
H -1.670405 -2.008472 -1.561364 0.1 0.3 -0.6
H 2.851352 -1.217482 0.129536 0.1 0.3 0.4
N -0.563759 0.183372 0.719661 -1.0 -1.9 -1.4
H -1.671528 1.710570 1.547154 0.2 0.1 -0.1
C 2.165256 -0.416990 0.393617 -1.2 -0.5 -2.7
C -0.770009 -0.577943 -0.269316 -2.8 2.3 3.5
H -0.099232 2.169109 0.834155 -0.2 0.4 0.1
```
Positions in Å, forces in eV/Å.

multiplicity = 1
max |F| = 5.0 eV Å⁻¹
relative energy (zero: lowest compared OMol25 entry of this formula, charge and spin) = 534.09 kJ/mol
SMILES = C=C=NC.CO
Kohn-Sham gap = 8.587 eV

=====

Below is one molecule with the formula C4H9NO, with properties calculated with ωB97M-V with the def2-TZVPD basis set.

XYZ file:
```
15
Properties=species:S:1:pos:R:3:forces:R:3
H -1.386280 1.540101 0.562829 0.3 -0.6 -0.3
H -2.209489 -0.713499 0.663357 0.2 -0.3 0.1
H 2.171173 0.875005 -0.249224 0.1 0.0 -0.2
H -1.283549 -1.583683 -0.589995 -0.7 -0.9 -0.2
O 1.961881 0.320060 -1.016606 0.1 0.2 0.3
C 1.246608 -0.779511 -0.483877 -0.5 -0.4 0.0
C -1.465350 -0.633388 -0.128471 0.3 -1.6 0.3
N 0.451053 0.728387 1.277989 -0.1 0.0 0.7
C -0.403731 1.155831 0.252835 1.2 1.3 0.2
H -1.970965 -0.027299 -0.933443 1.1 -0.1 0.7
H 0.878913 -1.340183 -1.344654 -0.1 0.0 0.0
H -0.011384 0.728185 2.175395 0.1 0.1 0.3
H -0.012133 1.565095 -0.660268 0.4 0.5 0.1
H 1.956362 -1.448276 0.040111 -0.4 0.3 0.1
C 0.076886 -0.386832 0.434015 -2.0 1.5 -2.1
```
Positions in Å, forces in eV/Å.

multiplicity = 1
max |F| = 3.3 eV Å⁻¹
relative energy (zero: lowest compared OMol25 entry of this formula, charge and spin) = 476.12 kJ/mol
SMILES = C[C@]1(CO)CN1
Kohn-Sham gap = 9.249 eV

=====

no.,DFT total energy (a.u.)
1,-287.83093
2,-287.74290
3,-287.59966
4,-287.76234
5,-287.81674
6,-287.71636
7,-287.74282
8,-287.69975
9,-287.77967
10,-287.81185
11,-287.62903
12,-287.65111